Record 1
{
  "formula": "C44H51CsGeN4O4PS",
  "method": "ωB97M-V/def2-TZVPD",
  "multiplicity": 1,
  "relative_energy_ev": 1.528,
  "homo_energy_ev": -3.8,
  "charge": -1,
  "symbols": ["C", "H", "H", "H", "H", "O", "C", "H", "H", "H", "H", "C", "C", "C", "C", "C", "C", "C", "Cs", "C", "C", "H", "H", "H", "H", "H", "C", "O", "C", "C", "H", "H", "H", "H", "C", "H", "N", "C", "C", "H", "O", "C", "C", "N", "N", "H", "H", "C", "C", "C", "H", "H", "H", "H", "H", "C", "H", "Ge", "C", "C", "H", "H", "C", "H", "C", "H", "H", "H", "C", "H", "C", "C", "C", "C", "H", "H", "O", "H", "H", "H", "C", "H", "C", "H", "C", "C", "P", "C", "C", "H", "C", "C", "H", "S", "C", "H", "H", "H", "C", "H", "C", "H", "N", "C", "H", "H", "H"],
  "xyz": [[10.064, 8.835, 14.297], [17.404, 10.156, 15.965], [17.891, 14.997, 18.263], [18.137, 13.487, 14.348], [11.154, 9.914, 6.282], [15.766, 12.001, 14.378], [18.067, 11.023, 12.733], [19.794, 7.624, 15.608], [15.764, 8.630, 12.791], [19.998, 9.279, 12.929], [10.389, 10.976, 13.961], [13.690, 5.346, 14.634], [18.089, 11.018, 15.971], [9.443, 11.572, 16.738], [11.458, 7.309, 13.101], [17.106, 13.865, 19.927], [10.460, 7.562, 14.069], [11.372, 10.148, 7.316], [13.345, 9.991, 17.036], [12.857, 11.010, 9.013], [11.634, 9.693, 12.741], [13.249, 11.057, 6.895], [19.755, 10.124, 14.934], [12.447, 4.980, 17.139], [10.801, 13.114, 15.976], [8.390, 10.052, 17.775], [19.520, 11.180, 12.142], [13.540, 12.554, 14.212], [10.569, 9.730, 8.377], [9.177, 10.782, 17.821], [10.744, 12.918, 10.693], [12.571, 14.827, 14.874], [11.310, 11.633, 21.128], [12.838, 8.199, 11.757], [12.460, 13.154, 13.517], [17.895, 11.589, 16.863], [14.200, 7.377, 15.510], [16.486, 13.546, 17.639], [10.648, 9.931, 13.671], [20.759, 9.133, 17.111], [15.209, 14.415, 14.169], [11.993, 10.703, 10.074], [10.489, 12.492, 16.856], [9.909, 10.722, 18.922], [15.494, 12.673, 17.992], [14.799, 5.673, 12.732], [11.863, 6.327, 12.948], [16.106, 13.033, 20.297], [11.229, 12.490, 18.018], [12.542, 10.827, 7.665], [19.171, 9.615, 17.845], [9.742, 9.097, 8.067], [18.168, 8.099, 15.788], [13.309, 4.340, 14.549], [13.043, 6.414, 17.810], [11.985, 8.385, 12.409], [13.822, 11.459, 9.277], [17.570, 12.010, 14.347], [10.682, 14.648, 12.023], [19.533, 10.465, 15.959], [22.313, 10.020, 12.174], [21.812, 8.802, 11.075], [13.545, 6.178, 15.698], [16.786, 8.079, 14.100], [21.540, 9.831, 11.393], [20.162, 11.787, 12.811], [12.039, 13.198, 18.156], [12.056, 10.325, 20.250], [10.823, 10.016, 9.723], [8.794, 11.644, 15.867], [19.116, 7.997, 16.396], [10.939, 11.578, 19.040], [12.623, 6.021, 16.895], [11.853, 11.422, 20.267], [19.479, 9.238, 11.330], [11.665, 6.541, 16.702], [14.405, 10.321, 19.559], [21.716, 10.518, 10.561], [10.059, 9.670, 10.428], [10.826, 16.097, 13.652], [17.229, 14.212, 18.571], [19.071, 7.214, 17.123], [20.114, 9.800, 11.979], [20.231, 11.303, 16.050], [11.165, 15.149, 13.214], [11.933, 12.568, 12.368], [12.614, 10.925, 11.834], [15.294, 12.451, 19.271], [19.679, 9.274, 16.953], [9.205, 9.002, 14.988], [14.539, 6.041, 13.702], [15.769, 8.353, 13.837], [9.996, 6.774, 14.701], [14.963, 13.138, 13.574], [12.101, 14.427, 13.938], [15.879, 12.804, 21.345], [17.838, 9.965, 13.063], [16.422, 13.893, 16.632], [14.741, 7.283, 14.264], [19.505, 11.637, 11.175], [14.135, 11.561, 19.751], [15.632, 9.254, 14.475], [13.049, 12.219, 20.114], [11.089, 13.401, 11.606], [17.288, 11.228, 11.982], [9.918, 15.171, 11.425], [17.711, 14.359, 20.712]]
}


Record 2
{
  "formula": "C27H25Cl3N9NiO4PS",
  "method": "ωB97M-V/def2-TZVPD",
  "multiplicity": 3,
  "relative_energy_ev": 0.685,
  "homo_energy_ev": [-1.0, -1.0],
  "charge": -2,
  "symbols": ["H", "C", "H", "Cl", "C", "H", "C", "C", "Ni", "H", "C", "H", "H", "H", "N", "H", "Cl", "C", "C", "C", "O", "C", "N", "H", "Cl", "H", "O", "N", "N", "H", "H", "C", "C", "P", "C", "H", "H", "C", "N", "C", "N", "C", "N", "H", "C", "C", "C", "C", "H", "H", "O", "H", "C", "H", "C", "H", "C", "N", "C", "O", "H", "C", "S", "N", "C", "C", "C", "H", "H", "H", "H"],
  "xyz": [[-5.684, 1.140, 2.082], [-0.087, 3.156, -1.561], [3.617, -2.366, 0.372], [-4.534, -0.942, -5.567], [0.504, -5.050, 2.257], [2.281, 2.440, 1.649], [-2.628, 0.816, 0.699], [2.626, -2.389, 0.828], [-0.276, -1.018, -2.582], [0.687, 6.290, 0.569], [0.367, 5.514, -1.407], [-0.781, -0.353, 2.699], [2.731, -2.778, 1.844], [1.907, -4.306, 0.026], [2.500, 1.187, -0.498], [0.002, -5.657, 1.502], [-4.739, -0.481, -2.712], [-3.992, 0.556, 0.910], [0.673, 1.078, 2.039], [-1.958, 1.809, 1.448], [-0.817, -4.065, -0.310], [-3.587, -0.768, -4.051], [1.855, -3.309, -5.288], [4.042, -1.187, -3.013], [-2.727, -2.278, -3.763], [-4.510, 2.851, 3.385], [-3.236, 1.528, -4.535], [1.001, -2.052, -3.759], [1.309, -0.336, -1.488], [0.343, 4.103, 1.671], [1.581, -5.136, 2.107], [0.023, 3.054, -0.177], [-3.968, 2.287, 2.635], [-0.368, 1.461, 0.586], [0.285, 4.182, 0.591], [2.609, 0.176, 5.269], [-2.079, 3.303, 2.986], [0.471, 5.412, -0.027], [1.309, 0.684, -0.617], [0.860, -0.199, 4.078], [3.337, 0.521, -1.280], [1.685, -3.239, -0.016], [2.900, -2.793, -4.605], [3.500, 1.885, 3.718], [0.037, -3.610, 2.139], [-1.603, 0.329, -0.192], [1.872, 1.716, 2.338], [-2.631, 0.517, -4.188], [1.704, -2.934, -1.064], [0.271, -5.454, 3.245], [-1.433, 0.318, -3.935], [0.657, -2.910, 2.700], [-2.597, 2.544, 2.408], [-0.019, 4.466, -3.246], [2.325, -2.037, -3.688], [0.459, -0.944, 4.754], [-4.630, 1.312, 1.892], [0.740, -2.878, -4.798], [2.576, -0.405, -1.876], [-1.618, -0.472, -1.140], [-4.518, -0.185, 0.325], [2.562, 1.391, 3.500], [-0.056, -3.009, 0.415], [3.084, -1.333, -2.748], [0.165, 0.129, 2.923], [0.079, 4.390, -2.171], [2.063, 0.431, 4.368], [-0.311, 2.277, -2.159], [-0.990, -3.501, 2.494], [2.273, -1.357, 0.897], [0.505, 6.475, -1.890]]
}


Record 3
{
  "formula": "C48H47CrIN8O2P2S2Te2",
  "method": "ωB97M-V/def2-TZVPD",
  "multiplicity": 4,
  "homo_energy_ev": [-9.7, -9.7],
  "charge": 1,
  "symbols": ["H", "H", "H", "H", "C", "C", "H", "C", "H", "C", "O", "C", "Te", "H", "I", "H", "H", "H", "C", "C", "H", "C", "C", "C", "N", "C", "C", "N", "H", "H", "C", "P", "C", "H", "C", "N", "N", "C", "C", "H", "N", "H", "C", "O", "C", "H", "C", "H", "H", "S", "C", "C", "C", "H", "C", "N", "C", "C", "C", "C", "H", "H", "C", "H", "H", "H", "Cr", "N", "C", "H", "H", "S", "H", "H", "H", "H", "C", "H", "C", "H", "H", "C", "C", "H", "C", "C", "H", "N", "H", "C", "C", "C", "C", "H", "C", "C", "H", "H", "H", "Te", "C", "C", "H", "H", "C", "H", "H", "P", "C", "H", "C", "H", "C"],
  "xyz": [[-0.283, -22.994, -16.620], [0.822, -17.267, -14.258], [0.151, -16.944, -10.219], [0.731, -28.326, -8.352], [-5.731, -20.164, -13.342], [-5.306, -20.536, -10.034], [-5.241, -22.190, -7.575], [-1.244, -20.247, -8.764], [-6.207, -24.573, -11.732], [-6.469, -19.785, -10.268], [0.692, -23.776, -12.349], [-3.851, -22.143, -4.465], [-0.756, -18.600, -7.474], [2.320, -25.705, -14.693], [-7.449, -24.727, -8.700], [-4.129, -22.392, -3.456], [-7.520, -18.904, -13.684], [0.317, -25.510, -16.443], [2.143, -20.346, -9.264], [-3.168, -21.621, -7.133], [1.710, -22.130, -15.335], [-2.619, -21.634, -4.754], [0.821, -24.706, -15.895], [-1.315, -16.822, -8.610], [-0.323, -26.445, -9.591], [-6.662, -18.594, -9.579], [-0.618, -17.946, -12.806], [-1.987, -24.372, -11.935], [2.382, -19.181, -13.807], [-1.329, -17.150, -12.971], [-2.276, -21.396, -6.086], [-2.823, -21.036, -8.823], [4.075, -21.758, -9.348], [1.653, -19.397, -9.038], [-6.506, -19.004, -13.338], [-1.908, -14.350, -9.777], [-0.281, -23.059, -7.478], [0.251, -26.353, -8.371], [0.575, -18.033, -13.516], [-4.906, -23.331, -12.065], [0.886, -27.447, -7.894], [5.154, -21.917, -9.253], [3.274, -22.782, -9.812], [-3.827, -23.695, -9.883], [1.446, -19.085, -13.277], [3.673, -23.764, -10.037], [-0.956, -25.384, -9.972], [-4.903, -25.387, -8.407], [-7.569, -18.012, -9.762], [1.654, -23.640, -13.528], [-0.014, -19.879, -11.551], [-1.571, -25.519, -11.320], [-2.436, -24.520, -13.196], [-3.732, -18.450, -7.857], [-4.809, -22.278, -5.474], [-1.046, -24.216, -9.332], [-2.286, -26.887, -13.151], [-2.611, -25.719, -13.842], [-0.284, -24.181, -8.203], [-1.002, -15.153, -10.292], [-0.495, -14.740, -11.169], [1.224, -27.444, -6.938], [-2.285, -15.979, -8.089], [1.688, -24.394, -16.465], [-2.831, -16.254, -7.191], [-5.777, -22.716, -5.239], [-2.125, -22.662, -10.483], [-5.336, -24.091, -11.492], [1.385, -25.153, -14.527], [-6.051, -21.162, -13.641], [-0.570, -22.167, -7.924], [-4.252, -18.313, -12.411], [-3.292, -14.095, -8.279], [-0.947, -23.663, -15.131], [-6.211, -16.929, -12.796], [-7.210, -20.143, -10.963], [-5.857, -17.909, -12.873], [-5.082, -21.518, -10.499], [-4.489, -19.960, -12.843], [1.346, -23.397, -10.405], [-2.999, -25.766, -14.839], [3.483, -20.554, -8.998], [-0.026, -23.448, -15.665], [0.333, -23.093, -6.657], [-4.352, -20.066, -9.122], [1.902, -22.581, -9.969], [0.379, -21.779, -14.240], [0.315, -25.236, -7.660], [-2.749, -23.605, -13.688], [-0.884, -18.829, -11.783], [-5.502, -25.282, -9.301], [-2.533, -14.752, -8.667], [1.160, -20.040, -12.298], [4.058, -19.748, -8.560], [-4.516, -18.832, -8.480], [-5.683, -18.111, -8.721], [1.785, -20.882, -12.088], [-1.501, -27.651, -11.313], [-5.537, -26.274, -9.789], [-3.031, -21.427, -12.757], [1.312, -21.360, -9.731], [-4.482, -22.066, -6.798], [0.681, -25.718, -13.879], [-1.253, -21.091, -6.303], [-4.841, -24.303, -10.274], [-1.831, -21.453, -3.999], [-2.521, -27.849, -13.596], [-0.444, -20.954, -10.167], [-1.764, -26.769, -11.899], [-1.784, -18.695, -11.167], [0.870, -22.584, -14.785], [-5.831, -17.177, -8.223], [-0.658, -16.389, -9.757]]
}


Record 4
{
  "formula": "C5H15NO",
  "method": "ωB97M-V/def2-TZVPD",
  "multiplicity": 1,
  "relative_energy_ev": 1.428,
  "homo_energy_ev": -8.5,
  "smiles": "CC(C)N(C)C.O",
  "charge": 0,
  "symbols": ["H", "H", "H", "H", "C", "H", "H", "O", "C", "H", "H", "C", "H", "H", "C", "N", "H", "C", "H", "H", "H", "H"],
  "xyz": [[2.886, -2.219, 2.743], [0.176, 1.683, 1.227], [-0.532, -1.647, -0.791], [0.395, 0.096, 2.096], [-0.677, 0.838, -0.850], [-2.141, -0.586, -1.744], [1.532, 0.608, -0.649], [1.986, -1.890, 2.839], [-1.587, 0.314, -1.991], [-0.702, -1.964, 0.938], [-1.019, 0.097, -2.899], [-0.254, -1.294, 0.201], [0.945, 0.638, -2.313], [-2.332, 1.060, -2.246], [-0.271, 0.731, 1.523], [-0.859, 0.033, 0.370], [1.988, -1.072, 2.315], [0.778, 1.036, -1.310], [-1.053, 0.952, 2.258], [0.839, -1.331, 0.272], [-1.081, 1.815, -0.643], [0.984, 2.101, -1.346]]
}


Record 5
{
  "formula": "C24H30N2O6",
  "method": "ωB97M-V/def2-TZVPD",
  "multiplicity": 1,
  "relative_energy_ev": 1.073,
  "homo_energy_ev": -8.2,
  "smiles": "CC(C)c1cc(C(=O)OCC(=O)N2CCN(C(=O)c3ccco3)CC2)c(O)c(C(C)C)c1",
  "charge": 0,
  "symbols": ["H", "H", "C", "H", "H", "C", "H", "H", "C", "H", "C", "H", "H", "H", "C", "C", "C", "H", "C", "C", "O", "C", "C", "H", "H", "C", "H", "H", "H", "C", "H", "O", "C", "C", "H", "H", "H", "C", "H", "O", "C", "C", "C", "H", "O", "N", "H", "C", "H", "C", "N", "H", "C", "C", "H", "H", "C", "H", "O", "O", "H", "H"],
  "xyz": [[-4.493, -1.907, 1.439], [0.833, -3.221, -1.936], [4.217, -0.912, -1.761], [-0.843, 1.827, -3.018], [4.239, -2.201, -0.028], [0.053, 1.353, -3.428], [0.448, -0.384, -4.677], [1.102, 3.225, -3.720], [-3.541, -1.376, 1.566], [5.447, 0.038, -0.259], [0.577, 1.248, -0.975], [-5.111, 0.543, 0.908], [-4.607, -0.271, 3.126], [1.672, 1.917, -4.757], [0.325, -2.704, -1.147], [4.243, -2.295, -1.109], [-1.596, 0.744, 3.289], [-3.145, -1.107, 3.700], [-2.374, -0.505, -0.491], [-0.458, -1.800, 0.714], [-2.377, 0.283, -1.420], [2.578, 0.150, -0.127], [-3.581, -0.549, 2.870], [-0.330, 1.795, -0.777], [3.374, -2.875, -1.413], [-1.278, -1.489, -0.344], [-4.082, 1.300, -0.332], [0.124, 1.967, 3.613], [4.260, -1.048, -2.848], [-4.082, 0.763, 0.617], [-1.056, 0.460, -5.050], [3.376, -0.232, 0.881], [5.437, -0.091, -1.337], [0.788, 2.365, -4.309], [-0.555, -1.487, 1.735], [0.137, 2.711, -5.108], [2.979, 0.078, 1.727], [0.989, 1.162, 1.478], [1.404, -3.015, 0.727], [-0.221, 1.749, 1.587], [-3.339, 1.575, 1.697], [1.382, 0.862, 0.103], [-0.400, 0.141, -4.243], [6.351, -0.599, -1.636], [1.670, 0.912, 2.459], [-3.358, -0.478, 0.449], [-1.261, 2.885, 2.928], [0.922, 0.932, -2.270], [-0.949, -0.544, -3.603], [-0.716, 1.940, 2.910], [-2.802, 0.658, 2.686], [-2.522, 2.117, 1.222], [2.938, -0.171, -1.447], [2.105, 0.223, -2.476], [5.141, -2.830, -1.409], [-4.020, 2.290, 2.176], [0.581, -2.595, 0.187], [2.394, -0.029, -3.487], [-0.782, -2.034, -1.475], [-1.210, -0.093, 4.079], [-2.739, -2.109, 1.584], [5.415, 0.890, -1.807]]
}


Record 6
{
  "formula": "C9H18ClIMgO9",
  "method": "ωB97M-V/def2-TZVPD",
  "multiplicity": 2,
  "relative_energy_ev": 0.537,
  "homo_energy_ev": [-12.0, -12.0],
  "charge": 1,
  "symbols": ["H", "C", "O", "O", "H", "H", "H", "O", "H", "Cl", "Mg", "H", "O", "C", "C", "C", "H", "C", "C", "H", "H", "O", "O", "I", "H", "C", "O", "O", "H", "H", "H", "H", "H", "H", "C", "C", "H", "O", "H"],
  "xyz": [[0.688, 0.726, -2.967], [2.578, -3.887, 2.375], [-3.216, 2.947, -1.650], [2.989, 0.952, 0.026], [3.449, -3.325, 2.713], [1.999, -3.947, 3.296], [2.151, 0.028, 1.695], [0.731, 0.440, -0.487], [-2.006, -3.153, 1.508], [-2.089, -1.368, -1.859], [-0.959, -0.472, -0.067], [3.618, -0.708, 1.253], [0.163, -1.997, 0.496], [3.144, 0.272, 1.316], [-4.146, 1.944, -2.153], [0.619, -2.920, 1.176], [0.450, 2.465, -2.787], [1.199, 1.689, -2.945], [-1.385, -4.044, 1.597], [-4.703, 1.471, -1.345], [-1.408, -4.751, 0.768], [1.890, -3.021, 1.528], [-1.518, 3.921, -0.800], [-1.920, -0.088, 2.317], [0.392, 3.453, -0.186], [1.830, 0.987, -0.734], [2.118, 1.624, -1.877], [-0.044, -3.782, 1.913], [-4.688, 2.360, -3.003], [1.768, 1.990, -3.824], [2.777, -4.884, 1.981], [3.827, 0.791, 1.988], [-0.025, 5.107, -0.143], [-1.886, -4.493, 2.454], [-2.071, 2.730, -1.130], [-0.434, 4.119, 0.066], [-3.620, 1.143, -2.673], [-1.591, 1.576, -0.968], [-0.666, 4.104, 1.131]]
}